Entry 1:
The following is a quantum chemistry calculation of an isolated molecule of C2H5N, from the OMol25 dataset.

The HOMO energy comes out at -9.169 eV. The total energy is -3641.7354 eV. The calculation puts the LUMO energy at 1.23 eV. Its energy above the lowest of the compared OMol25 structures with the same formula, charge and spin is 2.779 eV.

Last column: Löwdin charge in e.
Element x y z (Å)
C -0.751 -0.284 0.017  -0.241
C 0.248 0.678 0.001  -0.340
H -1.379 -0.724 0.928  0.125
H -1.416 -0.450 -0.944  0.127
H 0.906 1.192 0.755  0.112
H 0.087 1.358 -0.984  0.134
H 1.560 -1.077 0.520  0.169
N 0.746 -0.694 -0.293  -0.087

Forces on atoms 1 to 6 (eV/Å):
C -3.2 -5.1 1.3
C 3.3 4.0 -2.8
H 1.9 1.2 -1.7
H 1.7 0.6 1.9
H -1.8 -0.4 -0.2
H 1.1 -1.3 2.2



Entry 2:
The following is a quantum chemistry calculation of an isolated molecule of C2H5N, from the OMol25 dataset.

The HOMO energy comes out at -9.869 eV. The total energy is -3644.1574 eV. The calculation puts the LUMO energy at 1.10 eV. Its energy above the lowest of the compared OMol25 structures with the same formula, charge and spin is 0.357 eV.

Last column: Löwdin charge in e.
Element x y z (Å)
C 0.492 0.066 0.142  -0.402
C -0.913 0.159 -0.220  -0.102
N 1.431 -0.345 -0.523  0.085
H 0.461 0.220 1.244  0.113
H -1.234 -0.800 0.120  0.071
H -1.121 0.271 -1.313  0.098
H -1.388 0.856 0.465  0.072
H 2.271 -0.427 0.085  0.066

Forces on atoms 1 to 6 (eV/Å):
C -2.0 0.7 3.1
C -0.6 0.4 -1.6
N 3.2 -0.7 -1.1
H 1.2 0.1 -0.1
H -0.8 -1.0 0.0
H 0.0 0.1 1.0



Entry 3:
The following is a quantum chemistry calculation of an isolated molecule of C2H5N, from the OMol25 dataset.

The HOMO energy comes out at -9.741 eV. The total energy is -3644.1411 eV. The calculation puts the LUMO energy at 1.26 eV. Its energy above the lowest of the compared OMol25 structures with the same formula, charge and spin is 0.373 eV.

Last column: Löwdin charge in e.
Element x y z (Å)
C -0.089 0.196 -1.144  -0.158
C 0.074 -0.518 1.040  -0.095
N -0.049 0.477 0.283  -0.091
H 0.153 1.083 -1.721  0.063
H 0.631 -0.577 -1.431  0.072
H -1.085 -0.118 -1.439  0.074
H 0.120 -1.538 0.637  0.073
H 0.121 -0.396 2.118  0.062

Forces on atoms 1 to 6 (eV/Å):
C 0.3 0.0 -0.2
C 0.0 -0.2 -0.2
N 0.0 0.2 0.1
H 0.0 0.2 0.1
H -0.1 -0.1 0.1
H -0.2 -0.1 0.0



Entry 4:
The following is a quantum chemistry calculation of an isolated molecule of C2H5N, from the OMol25 dataset.

As for the spin multiplicity: 3. The HOMO energy (alpha / beta) comes out at -8.369 / -9.870 eV. The total energy is -3638.7745 eV. The calculation puts the LUMO energy (alpha / beta) at 1.22 / -1.01 eV. As for the expectation value of S²: 2.006. Its energy above the lowest of the compared OMol25 structures with the same formula, charge and spin is 1.263 eV.

Last column: Löwdin charge in e.
Element x y z (Å)
C 1.536 -0.005 -0.023  0.090
C -1.143 0.071 0.001  -0.222
N -0.060 -0.890 0.184  -0.017
H 2.243 -0.800 0.036  -0.012
H 1.746 1.001 0.094  -0.023
H -0.816 1.002 -0.271  0.011
H -1.677 0.072 0.877  0.029
H -1.830 -0.451 -0.897  0.144

Forces on atoms 1 to 6 (eV/Å):
C -3.6 -4.3 0.0
C 0.1 -4.3 -3.6
N 3.0 2.7 -0.3
H 0.6 -0.1 -0.1
H -0.2 1.9 0.4
H 0.5 2.4 -0.8



Entry 5:
The following is a quantum chemistry calculation of a structure of composition C2H5N2OS2, from the OMol25 dataset.

The HOMO energy comes out at -13.802 eV. The total energy is -28844.8936 eV. The calculation puts the LUMO energy at -4.93 eV. The total charge is +1. Its energy above the lowest of the compared OMol25 structures with the same formula, charge and spin is 1.376 eV.

Last column: Löwdin charge in e.
Element x y z (Å)
C -0.292 0.775 -0.212  -0.590
C 0.978 -0.053 -0.038  -0.949
N -0.044 2.065 -0.349  0.203
N 0.212 -1.786 -0.045  0.168
O -1.371 0.221 -0.178  0.080
S 2.178 0.132 1.210  0.705
S 2.519 0.129 -0.816  0.698
H 0.920 2.209 -0.598  0.078
H -0.664 2.830 -0.645  0.165
H -0.174 -1.906 -1.044  0.168
H -0.681 -1.720 0.455  0.126
H 1.155 -2.264 0.090  0.148

Forces on atoms 1 to 6 (eV/Å):
C -1.5 -0.4 0.0
C -1.5 -2.3 0.3
N 1.0 1.3 -0.7
N 2.1 2.7 -3.4
O 0.2 -0.1 0.1
S -0.2 -0.1 1.0



Entry 6:
The following is a quantum chemistry calculation of an isolated molecule of C2H5N2P, from the OMol25 dataset.

The HOMO energy (alpha / beta) comes out at -8.877 / -7.423 eV. The total energy is -14420.5167 eV. The calculation puts the LUMO energy (alpha / beta) at -0.18 / -0.43 eV. Its energy above the lowest of the compared OMol25 structures with the same formula, charge and spin is 2.670 eV.

Last column: Löwdin charge in e.
Element x y z (Å)
C 0.128 -0.928 0.943  -0.390
C -0.713 -0.052 -0.100  -0.263
N 1.282 -0.928 1.283  0.103
N 0.091 0.451 -1.248  -0.414
P 1.499 1.257 -0.827  0.793
H -0.609 -1.487 1.606  0.115
H -1.602 -0.694 -0.380  0.121
H -0.895 0.745 0.555  0.060
H -0.124 0.007 -2.143  0.074
H 0.943 1.627 0.311  -0.199

Forces on atoms 1 to 6 (eV/Å):
C -2.8 -0.5 0.2
C 1.3 -2.0 -1.8
N 2.0 0.6 -0.5
N -1.7 -1.0 1.2
P 1.1 -1.1 -2.1
H 0.5 0.2 -0.6